{
  "formula": "C29H53BF10N3O12",
  "method": "ωB97M-V with the def2-TZVPD basis set",
  "symbols": ["C", "C", "C", "C", "C", "N", "C", "N", "C", "C", "O", "C", "C", "F", "F", "C", "F", "F", "C", "F", "F", "C", "F", "F", "C", "C", "F", "N", "C", "C", "C", "O", "O", "C", "C", "O", "C", "C", "F", "C", "C", "O", "B", "O", "O", "H", "H", "H", "H", "H", "H", "H", "H", "H", "H", "H", "H", "H", "H", "H", "H", "H", "H", "H", "H", "H", "H", "H", "H", "H", "H", "H", "H", "H", "H", "H", "H", "H", "C", "O", "H", "H", "H", "H", "C", "O", "H", "H", "H", "H", "C", "O", "H", "H", "H", "H", "C", "O", "H", "H", "H", "H", "C", "O", "H", "H", "H", "H"],
  "xyz": [[0.579, 6.642, 1.288], [0.249, 5.340, 1.765], [-0.150, 3.997, 2.672], [0.609, 2.686, 2.029], [0.016, 2.398, 0.492], [-0.377, 0.952, 0.361], [0.090, 0.303, -0.919], [1.222, -0.526, -0.896], [1.628, -1.165, -2.203], [0.651, -2.502, -2.439], [0.753, -3.474, -1.302], [0.170, -4.754, -1.728], [-0.949, -5.388, -0.715], [-2.310, -5.148, -1.327], [-0.833, -6.891, -0.627], [-1.006, -4.720, 0.779], [-2.154, -5.397, 1.490], [-1.387, -3.257, 0.774], [0.318, -5.008, 1.716], [0.869, -3.646, 2.066], [1.331, -5.892, 1.094], [-0.065, -5.688, 3.195], [1.228, -5.878, 3.953], [-0.870, -4.746, 4.053], [1.891, -0.689, 0.449], [3.060, -1.849, 0.512], [2.614, 0.609, 0.726], [-0.692, 0.504, -2.187], [-2.057, 1.082, -2.009], [-2.202, 2.702, -2.054], [-0.914, 3.540, -2.603], [-0.483, 4.573, -1.828], [-0.193, 3.346, -3.870], [1.023, 4.196, -3.946], [2.410, 3.943, -3.089], [1.023, 5.305, -4.737], [-3.035, 0.501, -3.235], [-2.716, -1.051, -3.648], [-4.490, 0.627, -2.902], [-2.822, 0.583, -0.608], [-1.822, 0.677, 0.687], [-2.407, 1.597, 1.707], [-3.242, 0.754, 2.585], [-4.506, 0.099, 2.096], [-2.885, 0.451, 4.014], [0.729, 7.717, 0.796], [0.252, 4.131, 3.765], [-1.306, 3.832, 2.589], [0.540, 1.713, 2.717], [1.763, 2.905, 1.911], [0.866, 2.601, -0.319], [-0.844, 3.177, 0.344], [2.728, -1.594, -2.226], [1.578, -0.426, -3.140], [0.985, -2.970, -3.468], [-0.453, -2.114, -2.419], [-0.396, -4.533, -2.755], [0.980, -5.580, -2.004], [-0.543, -6.752, 3.100], [1.138, -0.965, 1.333], [3.989, -1.607, -0.198], [3.511, -1.790, 1.616], [2.670, -2.945, 0.388], [-0.142, 0.898, -2.974], [-3.113, 2.971, -2.779], [-2.572, 3.058, -0.976], [2.062, 3.786, -1.958], [2.994, 2.973, -3.384], [3.064, 4.923, -3.079], [-2.863, 1.227, -4.161], [-2.673, -1.807, -2.754], [-3.525, -1.420, -4.443], [-1.676, -1.034, -4.230], [-3.864, 1.139, -0.451], [-3.043, -0.576, -0.794], [-1.849, -0.399, 1.204], [-5.133, 0.787, 1.726], [-3.469, -0.348, 4.260], [-5.044, -3.428, -1.536], [-4.647, -2.078, -1.379], [-5.143, -3.647, -2.602], [-4.287, -4.085, -1.101], [-6.006, -3.586, -1.043], [-4.567, -1.913, -0.424], [1.304, 10.969, -0.623], [1.314, 9.980, 0.390], [1.724, 10.545, -1.538], [0.276, 11.288, -0.811], [1.909, 11.821, -0.308], [0.936, 10.385, 1.188], [0.803, -9.562, -2.073], [1.201, -8.212, -1.915], [0.704, -9.781, -3.138], [1.560, -10.219, -1.637], [-0.159, -9.720, -1.579], [1.280, -8.047, -0.960], [3.447, -6.323, 7.238], [3.718, -6.575, 5.871], [4.296, -6.661, 7.837], [3.300, -5.251, 7.390], [2.550, -6.870, 7.539], [2.948, -6.265, 5.365], [4.575, 9.421, 2.195], [4.846, 9.169, 0.828], [5.424, 9.083, 2.794], [4.429, 10.493, 2.346], [3.678, 8.874, 2.496], [4.076, 9.479, 0.322]],
  "forces_ev_per_angstrom": [[-2.654, -8.932, 3.216], [1.935, 8.790, -2.157], [1.096, 0.366, -1.275], [0.649, 0.036, -0.571], [1.609, 1.592, 0.702], [-0.409, -0.846, -1.880], [-0.510, 0.170, -0.620], [-2.848, 2.656, 0.076], [0.589, -2.122, -1.093], [-0.214, 1.225, 0.056], [-0.388, -0.389, -1.757], [-0.392, -0.725, -2.004], [-1.700, -0.689, -1.328], [3.933, -0.706, 1.932], [-0.378, 5.022, 0.167], [-2.632, -0.047, 1.167], [3.476, 2.023, -2.057], [1.458, -4.810, -0.253], [1.240, 1.421, 1.804], [-1.069, -4.210, -1.440], [-3.196, 3.148, 1.594], [1.181, 0.643, 2.206], [-3.683, 0.746, -2.462], [2.513, -2.999, -3.178], [2.325, -0.824, 1.421], [0.831, 0.558, 0.613], [-1.999, -2.901, -0.654], [1.519, 0.190, 3.786], [-3.300, 0.439, 0.221], [-0.633, 0.202, -0.867], [2.798, 6.289, 4.120], [-2.708, -6.722, -5.014], [-0.124, 0.621, 2.857], [1.533, 7.349, -3.770], [-1.355, -0.440, 1.488], [-0.724, -8.259, 5.278], [0.099, -0.486, -0.908], [0.062, 0.410, -1.023], [3.430, 0.011, -0.309], [0.875, -1.124, -0.816], [-2.066, -2.014, 0.383], [0.030, -2.552, 0.214], [-0.818, -0.883, 1.675], [1.997, 2.705, 0.517], [-1.754, -0.899, -4.124], [-0.292, -2.919, 1.149], [-1.071, -0.010, -2.177], [2.289, 0.492, 0.404], [-0.232, 2.222, -1.549], [-2.392, -0.313, 0.367], [-1.894, -0.274, 1.868], [1.486, -1.761, -0.105], [-2.216, 1.250, 0.694], [-0.173, -1.597, 2.310], [-0.801, 0.790, 2.103], [2.038, -0.867, -0.490], [0.847, -0.848, 2.381], [-1.607, 1.708, 1.048], [0.692, 2.354, 0.339], [1.410, 1.318, -2.310], [-2.293, -0.527, 1.386], [-1.180, 0.036, -2.404], [0.528, 2.342, -0.062], [-0.434, -0.568, 0.590], [2.010, -0.621, 1.469], [1.534, -0.254, -2.544], [0.694, 0.319, -2.398], [-1.152, 1.990, 0.201], [-1.537, -2.177, -0.523], [-0.519, -1.702, 1.831], [-0.230, 1.700, -1.664], [1.705, 0.902, 1.937], [-2.174, -0.082, 1.295], [2.605, -1.135, -0.480], [0.352, 2.610, 0.441], [0.268, 2.034, -1.267], [1.119, -1.198, 0.421], [1.105, 1.961, -0.381], [-0.075, -0.324, 0.235], [0.313, 0.515, 0.509], [0.026, 0.141, 0.148], [-0.242, -0.154, -0.102], [0.004, -0.210, -0.129], [-0.226, -0.065, -0.441], [-0.116, 0.268, -0.084], [-0.080, -0.304, 0.712], [-0.071, -0.012, 0.203], [0.107, 0.136, -0.195], [-0.039, 0.095, -0.217], [0.247, -0.299, -0.377], [-0.016, -0.167, 0.148], [0.312, 0.573, 0.360], [0.048, 0.132, 0.181], [-0.140, -0.193, -0.101], [-0.026, -0.231, -0.087], [-0.026, -0.095, -0.579], [-0.159, 0.066, -0.068], [-0.237, 0.075, -0.548], [-0.112, 0.033, -0.187], [-0.021, -0.018, 0.281], [0.021, 0.069, 0.271], [0.503, -0.222, 0.248], [-0.182, 0.050, -0.138], [-0.191, 0.061, -0.480], [-0.093, 0.038, -0.185], [-0.018, -0.010, 0.279], [0.002, 0.065, 0.255], [0.378, -0.222, 0.273]],
  "lowdin_charge": [0.074, -0.088, -0.188, -0.173, -0.142, -0.034, -0.035, 0.037, -0.066, -0.120, -0.204, -0.069, -0.127, -0.016, 0.009, -0.076, 0.011, 0.012, -0.102, -0.005, 0.040, -0.027, -0.038, -0.017, -0.193, -0.045, -0.071, 0.135, -0.323, -0.007, -0.203, -0.021, -0.018, -0.241, -0.008, 0.011, -0.207, -0.067, -0.083, -0.003, -0.224, 0.029, -0.480, 0.050, 0.073, 0.039, 0.124, 0.108, 0.133, 0.117, 0.133, 0.112, 0.151, 0.154, 0.157, 0.107, 0.158, 0.165, 0.194, 0.181, 0.109, 0.120, 0.079, 0.140, 0.161, 0.153, 0.081, 0.091, 0.121, 0.164, 0.069, 0.120, 0.090, 0.164, 0.120, 0.169, 0.124, 0.134, -0.134, -0.163, 0.089, 0.057, 0.086, 0.075, -0.150, -0.159, 0.085, 0.080, 0.081, 0.092, -0.151, -0.158, 0.085, 0.081, 0.077, 0.064, -0.166, -0.134, 0.082, 0.075, 0.076, 0.045, -0.170, -0.133, 0.080, 0.075, 0.069, 0.062],
  "molar_mass_g_mol": 836.544,
  "e_tot_ha": -3226.53404,
  "total_charge": 1,
  "e_homo_ev": -10.907
}